161
Properties=species:S:1:pos:R:3 method="wB97M-V/def2-TZVPD" charge=0 s_squared=2.01 orbital_gap_ev="6.1 / 2.5" mol_weight_g_mol=1183.9 multiplicity=3 fmax_ev_per_a=10.25 e_above_lowest_kcal_mol=0.0
H 34.42 10.02 -7.45
H 30.98 -0.59 -3.21
C 26.34 8.97 -3.16
H 32.15 10.99 -9.10
F 29.80 6.67 6.29
Ni 32.94 3.99 5.12
H 36.03 12.27 -6.67
H 40.27 9.55 -0.72
H 21.36 1.73 4.97
H 25.19 5.84 2.79
C 36.16 6.49 3.85
H 36.24 6.92 2.85
S 32.55 7.41 8.63
H 39.47 6.67 -0.35
C 33.31 14.58 2.71
H 28.26 19.81 -1.89
H 37.02 6.74 4.48
H 36.84 15.19 0.65
O 35.01 5.02 -4.73
C 28.77 17.27 -1.33
H 30.45 19.26 -3.58
H 38.88 7.67 -2.38
O 32.37 -2.22 -2.11
H 24.01 5.05 1.69
N 34.94 2.56 3.00
H 25.46 3.11 1.74
H 40.00 6.58 -2.65
H 32.48 2.10 -1.92
H 32.20 13.97 4.40
H 35.47 15.07 2.80
H 25.61 9.46 -3.80
H 27.08 9.19 -1.45
H 27.36 9.08 -3.56
C 36.46 4.50 2.79
H 22.93 2.71 2.33
C 24.56 3.85 3.33
H 23.48 5.77 3.27
C 35.82 11.58 -5.85
O 27.10 16.58 -3.68
H 37.52 4.73 2.68
H 32.94 15.60 2.79
C 28.82 16.11 -6.16
O 33.20 8.67 8.28
H 29.61 15.80 -6.84
H 38.68 9.05 -0.39
O 26.38 9.66 -1.92
H 36.91 1.12 2.14
F 31.02 6.66 -0.48
H 32.80 10.16 -6.95
C 32.45 0.09 -1.78
H 36.01 4.78 1.83
N 31.83 6.52 7.33
H 26.06 7.93 -3.01
H 36.19 13.61 0.04
H 31.40 16.12 -5.34
F 33.72 6.36 8.69
C 24.28 5.25 2.73
H 35.12 13.47 2.20
C 32.82 -3.48 -2.58
O 22.29 3.44 4.12
F 29.93 8.09 1.25
H 34.04 -1.36 -1.44
N 34.37 10.08 -4.66
C 28.89 17.96 -2.73
O 29.67 6.89 8.63
H 28.84 17.91 -0.46
C 40.05 9.92 1.85
H 34.71 2.50 2.02
H 42.18 7.92 -1.19
O 31.93 7.31 9.94
H 33.73 13.06 4.08
O 39.95 8.67 1.22
H 32.34 17.67 -3.68
H 33.11 4.70 -5.38
H 36.16 12.01 -4.91
H 28.20 19.80 -3.68
H 41.92 7.37 0.37
C 33.72 10.74 -7.01
H 26.37 3.99 2.54
H 30.68 17.73 -5.55
S 30.57 7.32 7.58
C 29.44 14.89 -3.97
H 34.88 5.88 -4.33
H 32.62 14.10 0.87
H 28.45 17.08 -6.49
C 29.31 16.26 -4.68
H 23.72 1.98 3.78
C 30.38 18.37 -2.96
C 31.33 17.29 -3.58
C 36.01 14.67 0.17
H 41.94 6.24 -1.06
H 33.59 11.47 -9.88
H 36.55 10.79 -5.98
H 30.55 1.01 -2.61
H 34.01 5.91 -6.32
C 37.08 2.16 1.86
O 34.84 15.00 0.83
H 27.99 15.39 -6.11
H 33.20 -3.36 -3.60
H 24.76 4.08 4.38
H 30.80 18.65 -1.99
F 31.34 9.15 -0.57
H 34.38 4.29 -6.60
H 40.29 9.79 2.90
H 26.51 16.93 -4.35
O 30.57 8.71 7.24
C 31.38 0.37 -2.88
C 33.29 -1.13 -2.20
H 29.60 16.58 -1.23
H 33.77 11.92 -5.24
C 36.37 2.92 2.92
H 40.87 10.50 1.43
C 34.78 14.50 2.17
C 34.39 11.15 -5.69
H 32.53 12.77 -9.39
C 30.74 16.87 -4.89
As 31.65 7.92 0.68
H 38.16 2.34 1.86
H 33.83 -1.13 -3.15
H 36.68 2.36 0.86
H 36.05 15.09 -0.84
H 35.31 7.07 4.22
H 32.03 -4.22 -2.71
C 39.72 8.75 -0.24
C 21.17 2.56 4.29
N 39.87 7.50 -2.26
F 31.96 6.58 1.94
H 33.58 -4.00 -2.01
H 34.90 1.57 3.17
F 32.20 9.13 1.84
N 33.17 1.39 -1.75
H 31.87 0.84 -3.73
N 25.71 3.24 2.71
H 32.48 12.88 1.87
H 29.82 14.10 -4.62
H 39.13 10.51 1.78
H 20.35 3.05 4.81
H 31.87 -0.16 -0.89
H 31.52 16.52 -2.83
F 33.24 7.56 0.01
C 28.01 19.22 -2.77
N 28.42 17.13 -3.89
O 33.48 11.96 -7.80
H 27.79 16.79 -1.21
H 33.53 10.01 -4.11
H 33.72 1.52 -2.59
H 28.46 14.46 -3.79
H 20.76 2.16 3.36
H 30.06 14.78 -3.07
C 32.90 11.79 -9.11
C 40.10 7.42 -0.82
O 35.77 5.13 3.90
N 32.35 13.88 1.82
H 35.02 10.38 -3.95
H 33.71 14.63 4.90
C 34.09 4.96 -5.79
H 26.95 19.00 -2.88
C 41.58 7.18 -0.65
C 33.25 14.03 4.12
C 23.36 2.90 3.31
H 36.82 2.76 3.90

152
Properties=species:S:1:pos:R:3 method="wB97M-V/def2-TZVPD" charge=-1 orbital_gap_ev=5.4 mol_weight_g_mol=863.2 fmax_ev_per_a=5.69
C -4.15 -3.22 2.42
F -1.31 3.60 0.84
H 3.80 9.11 5.33
H 2.24 -2.57 9.44
C 1.36 0.28 -7.66
H -9.67 -1.86 -1.86
O 4.81 -3.15 -0.01
H -13.12 -2.55 0.63
N 5.54 1.97 -1.43
H -8.52 0.93 0.17
H 1.47 -6.80 -5.32
H -0.15 -8.03 -4.28
O -6.08 4.48 -3.81
H 7.02 4.15 0.67
H 2.97 -2.95 0.94
H 3.59 2.35 -5.98
H 0.62 -5.43 -5.28
H 6.08 5.03 5.25
H 3.47 -1.87 -0.41
H 2.30 4.67 -5.53
C -5.49 3.86 -4.93
H 7.38 3.91 -1.08
H -11.93 -0.15 0.53
H 3.37 -0.91 -7.06
H -2.37 -1.90 -2.02
C -1.43 -1.37 -1.88
C 4.42 8.54 6.02
H -4.13 -1.33 1.55
H 0.94 -0.72 6.30
C -1.41 -6.24 -6.91
C -1.41 2.29 0.60
H 5.34 -5.74 -0.55
H 3.02 1.37 -8.25
H -3.37 -8.73 -8.00
C -2.55 1.84 -0.39
N 5.30 -5.82 -2.59
H -2.15 -7.96 -8.90
H 4.00 8.60 7.02
H 1.49 -0.50 -8.41
H -8.32 -0.76 -1.47
H -4.61 0.00 4.99
F -1.68 1.72 1.79
H -4.00 -3.73 1.47
H -4.83 -0.57 7.58
C 5.96 6.41 -0.98
O 4.64 7.27 5.52
O 1.68 -0.25 10.74
C -0.30 -6.95 -6.07
O -4.55 -1.83 2.26
H -4.92 -3.80 2.92
H 2.35 -0.44 8.28
H 5.77 7.37 -0.50
H 2.63 6.65 5.09
C -10.06 -0.27 -0.53
C -0.80 -7.27 -4.71
H -1.26 -1.63 -0.84
O -2.59 0.51 -0.86
H -1.02 -6.01 -7.90
H -1.77 -7.75 -4.86
H -6.19 3.10 -5.28
C 2.73 0.95 -7.29
H -1.66 -8.97 -7.39
N -9.38 0.48 0.48
H -0.14 -0.89 10.01
C 0.71 -0.31 9.65
H 6.05 -6.49 -2.61
H 7.90 -5.35 -1.34
H 4.79 3.17 0.19
C -2.37 -8.31 -7.89
H 4.46 -0.02 -7.73
H -8.89 -0.13 1.12
H -6.02 3.91 -3.04
H -0.53 -1.66 -2.42
H 6.92 6.13 -0.56
O 4.93 5.64 -0.78
O -2.54 -7.10 -7.14
H 5.49 5.34 6.71
H -13.92 -2.48 -1.04
H 2.07 1.74 -5.36
H -6.41 -0.47 6.92
H 3.61 -4.38 -1.15
C -13.36 -1.97 -0.26
H -11.01 -1.55 0.96
H 3.22 6.33 6.70
N 0.94 -6.17 -5.89
N 3.83 -0.02 -6.95
H 0.12 -7.82 -6.57
O -4.94 0.44 5.77
H 2.91 1.39 9.94
C 4.60 -3.94 -1.23
C -9.17 -1.30 -1.07
C 2.58 2.06 -6.27
H 0.92 -0.33 -6.87
H -8.81 -1.98 -0.30
C 6.95 3.46 -0.17
C -5.37 -0.59 6.63
H 4.55 -3.30 -2.12
C 5.59 -5.10 -1.40
C -1.81 0.05 -2.01
H 4.09 5.12 4.18
C 5.51 3.22 -0.62
H -5.29 4.43 -5.84
H 3.89 4.24 -1.60
C 1.39 -0.92 8.47
C 3.78 -2.37 0.50
H -2.27 2.43 -1.26
H 7.29 -4.04 -2.28
H -2.30 0.33 -2.94
C 0.42 -0.74 7.26
H 2.18 4.06 5.10
O 1.82 3.08 -6.87
H 3.42 3.00 5.21
N 5.42 4.70 5.93
C 1.46 4.14 -5.98
H 1.71 1.62 11.19
H 0.78 3.82 -5.20
H 4.08 -1.52 1.11
H 2.99 3.80 6.70
H 6.09 6.64 -2.04
C 4.08 5.04 5.27
C -11.29 -0.93 0.11
H 0.73 4.79 -6.47
H 5.57 1.21 -0.77
H 5.45 4.48 -2.41
H -3.20 -3.39 2.92
C 4.95 4.41 -1.44
C 2.44 0.92 10.80
H 0.48 0.73 9.43
H 5.62 -5.01 -3.11
O -3.94 2.10 -0.18
H -5.35 -1.59 6.18
H -10.38 0.43 -1.31
H 0.60 0.94 -8.07
H 4.63 1.82 -1.85
H 5.33 9.14 5.99
H 7.19 -3.89 -0.61
H -0.34 -1.52 7.21
H 3.29 0.80 11.47
H 7.48 2.55 0.09
H -0.93 -6.38 -4.10
H -4.48 3.51 -4.72
F -0.15 1.98 0.20
H 2.03 -2.79 7.86
C 3.13 3.96 5.63
C 3.53 6.39 5.65
N 1.62 -2.35 8.67
H -1.65 -5.24 -6.53
O -12.13 -1.63 -0.82
C 7.07 -4.64 -1.40
H -13.86 -1.05 0.06
H -0.08 0.23 7.31
H -0.83 0.51 -2.14

147
Properties=species:S:1:pos:R:3 method="wB97M-V/def2-TZVPD" charge=0 orbital_gap_ev=9.8 mol_weight_g_mol=743.2 fmax_ev_per_a=2.76 e_above_lowest_kcal_mol=92.5
H 4.38 4.92 -2.79
H -1.73 -4.97 5.95
H 0.29 1.18 -0.36
H -5.87 2.25 5.72
H -2.81 6.53 0.24
H -0.25 0.86 6.42
C 0.16 1.23 8.71
H 0.69 -1.16 1.40
H 3.44 -5.78 -8.81
C -1.58 1.88 -7.53
C 8.13 0.10 -4.88
H 0.35 2.02 -6.55
H 3.26 1.26 6.93
H -7.95 0.94 -1.93
C -2.24 -5.65 6.63
C -4.51 -4.75 -0.17
H -6.72 2.65 4.29
H 5.73 -4.23 5.39
H 2.50 2.34 8.05
C -1.64 -5.60 7.98
H 2.06 -0.34 -1.28
C -1.05 9.18 -1.26
H -0.58 -5.80 7.80
H -8.58 3.07 -0.66
H -3.85 -5.62 -0.23
H -4.23 -3.96 -0.86
H -1.27 10.24 -1.35
O -3.02 8.03 -1.73
H 3.73 -4.66 -6.44
O -4.61 0.13 4.78
H -2.77 8.54 -2.50
H -0.69 1.02 -5.67
C -0.71 1.90 -6.31
H 9.56 1.24 -2.81
C -7.97 3.66 -1.35
H -8.64 4.02 -2.14
H 2.19 -4.45 -7.30
H -4.92 2.78 4.38
H -1.68 2.89 -7.92
H -1.13 -0.04 -8.16
H -7.69 1.69 -3.59
H -1.52 6.41 -0.90
C -7.02 -0.08 4.37
C -6.52 -6.05 0.72
C 3.26 -4.23 -7.32
H 11.15 0.46 -3.11
H -5.71 -5.22 -2.18
H 1.73 0.54 2.31
H -5.93 -6.96 0.75
H -2.81 -7.80 6.66
H 3.50 -3.17 -7.33
H 1.97 -7.08 1.93
C 6.27 -3.43 3.74
H -2.08 -6.32 8.67
H 9.70 -0.52 -2.74
C 9.58 0.26 -4.67
H -6.39 -5.65 1.72
C -1.91 7.04 -0.09
H 6.25 -3.84 2.73
H -6.97 -1.08 3.93
H 3.91 -4.25 -10.78
H 3.18 5.56 0.64
H 7.22 -2.96 3.99
H -0.10 1.11 -8.95
H 3.98 -2.85 -9.62
H 9.97 1.18 -5.10
H -5.48 0.74 3.05
C 3.55 -3.83 -9.84
H -7.56 -6.31 0.52
H -1.73 -4.61 8.45
H -4.93 -0.77 4.88
C 3.81 -4.78 -8.62
H -6.25 2.61 -0.91
H -2.87 9.05 0.02
H 7.57 0.92 -4.41
C -1.13 0.95 -8.62
H -7.83 0.52 3.97
C -2.35 -7.06 6.01
H -7.59 4.55 -0.84
H -1.18 6.98 0.71
O 0.68 6.00 5.78
H -0.21 9.18 -0.56
C 2.61 1.28 7.81
H 1.13 -1.73 -1.08
H 4.52 3.60 0.11
C 1.12 -0.41 0.75
H 2.68 -1.55 -0.27
H -5.81 4.28 -2.33
O 3.68 -8.18 1.38
H 11.18 -0.78 -5.16
H 4.79 5.56 1.38
C -2.25 8.44 -0.63
H 7.59 -0.72 -4.39
H 0.16 2.31 8.81
H -6.42 0.86 -2.77
H -0.69 8.76 -2.20
H 1.72 -8.20 0.64
O -2.88 1.50 -7.13
O -6.22 -5.68 -1.52
C 1.17 0.80 7.62
O 10.23 -0.83 -5.30
H 4.13 -7.66 2.06
H 5.88 5.93 -0.91
H -0.80 -0.13 -0.01
H 1.44 6.36 6.22
H 5.42 -5.00 -7.51
O 5.24 -4.80 -8.43
C 4.96 5.39 -0.72
C 2.47 -7.53 1.07
O 2.09 0.33 1.44
H -4.29 -4.35 0.81
O 5.96 -4.58 4.53
C -6.01 -5.08 -0.29
H -0.92 2.73 -5.64
C -6.84 2.76 -1.81
C -5.73 0.77 4.11
H 0.37 0.84 9.71
C 10.07 0.38 -3.24
H -3.19 2.13 -6.48
H 2.47 -3.71 -9.96
H 3.98 6.57 -2.34
H 5.51 -2.65 3.84
C 4.21 5.88 0.52
H -0.83 0.84 8.47
H -0.50 1.03 1.23
H 0.69 5.07 5.98
C 1.75 -1.05 -0.51
H -4.14 -5.83 6.98
H -1.82 0.98 -9.46
O -3.57 -5.15 6.61
H 2.65 -6.83 0.25
C -5.80 2.18 4.63
C -0.01 0.49 0.42
H -7.21 -0.18 5.44
O 5.21 3.98 -0.45
O -6.08 3.44 -2.72
H -1.34 -7.30 5.68
C -7.29 1.50 -2.59
H 3.03 0.78 8.68
H 3.12 5.13 -1.75
H -2.78 -7.13 5.01
C 4.10 5.56 -1.96
H -6.64 -4.20 -0.25
H 4.10 6.97 0.47
H 1.21 -0.29 7.59
H 7.80 0.04 -5.91
O 0.61 1.30 6.47